[1]
Entry from the Open Molecules 2025 dataset: an isolated molecule of C5H10O2 (ωB97M-V with the def2-TZVPD basis set).

## Properties
Energy relative to the best compared isomer or geometry (same formula, charge and spin) = 138.1 kcal/mol
Total energy = -9437.053 eV

ORCA input file:
```
! wB97M-V def2-TZVPD RIJCOSX def2/J DEFGRID3
* xyz 0 1
O 2.44 0.64 0.12
C 1.79 -0.65 0.17
C 0.81 -1.01 -0.87
C -1.31 -0.77 0.20
C -1.91 0.58 0.58
C -0.73 1.23 -0.13
O -0.43 -0.12 -0.75
H 2.53 0.86 -0.81
H 1.36 -0.67 1.19
H 2.53 -1.46 0.14
H 1.15 -0.83 -1.89
H -0.71 -1.23 0.99
H -1.89 -1.53 -0.31
H -2.01 0.77 1.65
H -2.85 0.76 0.06
H 0.12 1.55 0.48
H -0.96 1.98 -0.89
*
```

[2]
Entry from the Open Molecules 2025 dataset: a 2-piece molecular cluster, C2HCl2FNO2 overall (ωB97M-V with the def2-TZVPD basis set).

## Properties
Energy relative to the best compared isomer or geometry (same formula, charge and spin) = 99.1 kcal/mol
Total energy = -35435.062 eV

ORCA input file:
```
! wB97M-V def2-TZVPD RIJCOSX def2/J DEFGRID3
* xyz -1 1
C -1.48 -0.22 -0.42
C 1.33 -0.28 0.11
N -0.71 0.45 0.77
O -2.46 0.41 -0.72
O -1.10 -1.35 -0.65
F -0.75 1.80 0.71
Cl 1.76 0.83 -1.22
Cl 2.32 -0.26 1.50
H 1.09 -1.38 -0.07
*
```

[3]
Entry from the Open Molecules 2025 dataset: a 11-piece molecular cluster, C43H71N7O21 overall (ωB97M-V with the def2-TZVPD basis set).

## Properties
Total energy = -99163.761 eV
Structure (SMILES) = O=C1C=C(O)C(=O)C=C1O.O=C1C=C(O)C(=O)C=C1O.O=C1C=C(O)C(=O)C=C1O.CN(C)C=O.CN(C)C=O.CN(C)C=O.CN(C)C=O.CN(C)C=O.CN(C)C=O.CN(C)C=O.COCCOC

ORCA input file:
```
! wB97M-V def2-TZVPD RIJCOSX def2/J DEFGRID3
* xyz 0 1
C 8.79 -8.35 -14.07
O 10.19 -8.38 -14.22
C 10.83 -9.64 -14.42
C 10.70 -10.66 -13.29
O 11.72 -11.61 -13.57
C 11.56 -12.82 -13.00
H 8.49 -8.67 -13.08
H 8.40 -8.89 -14.93
H 8.51 -7.30 -14.23
H 11.86 -9.43 -14.71
H 10.41 -10.11 -15.31
H 9.71 -11.08 -13.44
H 10.83 -10.32 -12.27
H 11.02 -12.98 -12.06
H 12.59 -13.16 -13.08
H 11.00 -13.35 -13.78
C 10.05 -3.92 -12.63
O 10.77 -3.63 -11.65
N 10.55 -4.07 -13.90
C 9.70 -4.12 -15.07
C 11.94 -3.96 -14.20
H 8.96 -4.05 -12.65
H 10.00 -3.37 -15.80
H 8.66 -4.17 -14.75
H 9.85 -5.02 -15.67
H 12.19 -3.07 -14.77
H 12.70 -4.03 -13.43
H 12.20 -4.79 -14.85
C 6.53 -5.74 -12.21
O 6.70 -5.30 -13.35
N 5.96 -4.94 -11.24
C 5.53 -5.47 -9.92
C 5.42 -3.60 -11.56
H 6.77 -6.76 -11.87
H 5.93 -6.45 -9.66
H 4.47 -5.72 -9.95
H 5.72 -4.71 -9.16
H 5.80 -3.32 -12.54
H 4.35 -3.47 -11.37
H 5.63 -2.79 -10.86
C 1.68 -6.62 -14.51
O 1.15 -7.37 -15.31
N 2.46 -5.63 -14.97
C 2.90 -4.45 -14.20
C 2.91 -5.66 -16.38
H 1.52 -6.68 -13.42
H 2.60 -4.54 -13.15
H 2.41 -3.56 -14.57
H 3.98 -4.37 -14.32
H 4.00 -5.72 -16.32
H 2.54 -6.52 -16.93
H 2.48 -4.84 -16.95
C 8.44 -4.87 -8.89
O 8.59 -5.81 -8.12
N 8.35 -3.60 -8.54
C 8.41 -2.43 -9.45
C 8.36 -3.18 -7.18
H 8.31 -4.95 -9.98
H 9.11 -1.64 -9.18
H 7.46 -1.93 -9.26
H 8.57 -2.77 -10.47
H 7.93 -3.98 -6.58
H 9.34 -2.89 -6.82
H 7.61 -2.39 -7.13
C 5.20 -0.32 -16.54
O 3.96 -0.22 -16.32
N 6.00 -1.37 -16.38
C 5.47 -2.57 -15.83
C 7.37 -1.26 -16.81
H 5.78 0.50 -16.98
H 4.48 -2.61 -15.36
H 6.18 -2.87 -15.06
H 5.34 -3.27 -16.65
H 7.74 -0.30 -17.16
H 8.06 -1.57 -16.02
H 7.57 -1.88 -17.69
C 3.73 -9.57 -12.93
O 4.03 -8.76 -11.99
N 4.35 -9.67 -14.10
C 3.76 -10.41 -15.20
C 5.57 -8.92 -14.48
H 2.80 -10.16 -12.97
H 4.64 -10.85 -15.65
H 3.40 -9.73 -15.97
H 3.00 -11.14 -14.91
H 5.76 -8.07 -13.82
H 6.46 -9.55 -14.55
H 5.44 -8.53 -15.48
C 2.14 -1.86 -8.07
O 2.17 -1.97 -9.29
N 2.91 -2.49 -7.15
C 2.50 -2.58 -5.71
C 3.95 -3.41 -7.66
H 1.27 -1.33 -7.66
H 2.30 -3.61 -5.42
H 1.55 -2.10 -5.47
H 3.34 -2.37 -5.05
H 4.90 -3.19 -7.17
H 3.66 -4.45 -7.48
H 4.11 -3.30 -8.73
C 7.67 -10.44 -6.47
C 7.73 -9.39 -7.41
C 7.15 -9.45 -8.76
O 7.18 -8.49 -9.60
C 6.57 -10.77 -8.98
C 6.44 -11.79 -8.07
C 6.93 -11.65 -6.63
O 6.76 -12.46 -5.71
O 5.93 -13.00 -8.35
O 8.51 -8.32 -7.13
H 8.25 -10.54 -5.57
H 6.16 -11.01 -9.95
H 5.97 -13.55 -7.57
H 8.38 -7.63 -7.78
C -0.12 -6.26 -10.21
C 1.09 -6.93 -10.16
C 2.00 -7.03 -8.98
O 2.98 -7.70 -8.98
C 1.40 -6.35 -7.84
C 0.19 -5.74 -7.84
C -0.65 -5.63 -9.06
O -1.74 -5.05 -9.13
O -0.26 -4.91 -6.83
O 1.56 -7.60 -11.22
H -0.71 -6.35 -11.11
H 1.93 -6.29 -6.91
H -0.92 -4.43 -7.33
H 2.48 -7.83 -11.04
C 3.43 2.71 -11.68
C 3.57 1.51 -11.07
C 4.27 0.37 -11.62
O 4.25 -0.75 -11.17
C 5.16 0.68 -12.78
C 5.11 1.88 -13.38
C 4.14 3.00 -12.95
O 3.95 4.03 -13.60
O 5.87 2.14 -14.47
O 2.86 1.21 -9.96
H 2.90 3.56 -11.27
H 5.87 -0.02 -13.20
H 5.76 3.00 -14.87
H 2.99 0.29 -9.70
*
```

[4]
Entry from the Open Molecules 2025 dataset: C50H45N5O3PPtSeSi as an isolated structure (ωB97M-V with the def2-TZVPD basis set).

## Properties
Energy relative to the best compared isomer or geometry (same formula, charge and spin) = 30.7 kcal/mol
Total energy = -151930.413 eV

ORCA input file:
```
! wB97M-V def2-TZVPD RIJCOSX def2/J DEFGRID3
* xyz 1 1
Pt 1.81 -0.84 -0.24
Se 1.63 -8.52 -1.64
N 0.41 -7.42 -1.00
C 0.96 -6.24 -0.90
C 0.28 -5.06 -0.38
C -1.03 -5.10 0.09
C -1.58 -3.97 0.65
C -0.80 -2.82 0.72
N 0.42 -2.75 0.22
C 0.98 -3.85 -0.31
C 2.37 -3.76 -0.76
N 2.99 -2.57 -0.68
C 4.29 -2.48 -0.97
C 5.04 -3.57 -1.38
C 4.41 -4.78 -1.52
C 3.06 -4.89 -1.21
C 2.34 -6.16 -1.30
N 2.88 -7.27 -1.73
H -1.59 -6.03 0.01
H -2.59 -3.97 1.04
H -1.18 -1.93 1.19
H 4.74 -1.50 -0.87
H 6.09 -3.44 -1.60
H 4.95 -5.66 -1.86
O 3.15 -0.39 -2.66
C 2.87 0.22 -1.69
C 3.19 1.60 -1.29
C 4.37 2.21 -1.73
C 4.67 3.48 -1.27
C 3.78 4.14 -0.44
C 2.58 3.55 -0.05
C 2.28 2.26 -0.47
P 0.71 1.27 -0.21
C -0.19 2.05 -1.62
C -1.54 2.39 -1.45
C -2.23 3.04 -2.45
C -1.60 3.36 -3.65
C -0.27 3.01 -3.83
C 0.44 2.37 -2.82
C 0.00 2.00 1.29
C -0.09 1.23 2.44
C -0.56 1.79 3.62
C -0.96 3.12 3.65
C -0.89 3.88 2.49
C -0.41 3.33 1.31
H 5.03 1.68 -2.40
H 5.60 3.95 -1.57
H 4.02 5.14 -0.08
H 1.90 4.09 0.59
H -2.05 2.15 -0.53
H -3.27 3.31 -2.29
H -2.14 3.86 -4.43
H 0.23 3.25 -4.76
H 1.47 2.12 -2.99
H 0.21 0.20 2.41
H -0.63 1.18 4.52
H -1.34 3.55 4.56
H -1.22 4.91 2.50
H -0.36 3.94 0.42
C -5.39 2.97 2.95
C -5.34 2.46 1.53
C -6.08 3.11 0.54
C -6.03 2.68 -0.77
C -5.23 1.61 -1.13
C -4.49 0.94 -0.15
N -3.60 -0.10 -0.45
C -3.47 -0.76 -1.67
C -4.59 -1.13 -2.42
C -4.45 -1.82 -3.60
C -3.19 -2.19 -4.07
C -2.08 -1.84 -3.33
C -2.19 -1.13 -2.13
C -0.95 -0.76 -1.42
O 0.16 -1.01 -1.95
O -1.05 -0.21 -0.27
C -4.56 1.35 1.19
C -3.80 0.57 2.24
H -5.85 3.95 2.98
H -4.39 3.04 3.38
H -5.98 2.30 3.59
H -6.69 3.96 0.81
H -6.61 3.19 -1.53
H -5.15 1.30 -2.16
H -2.74 -0.07 0.07
H -5.57 -0.89 -2.04
H -5.33 -2.09 -4.17
H -3.08 -2.74 -5.00
H -1.08 -2.11 -3.67
H -3.86 -0.50 2.03
H -4.19 0.75 3.23
H -2.73 0.85 2.25
C 3.46 1.58 2.71
Si 3.78 -0.26 2.63
C 3.80 -0.98 4.37
C 5.41 -0.58 1.77
C 2.40 -1.23 1.76
H 4.41 2.12 2.80
H 2.83 1.85 3.55
H 2.97 1.93 1.80
H 4.60 -0.54 4.96
H 3.94 -2.06 4.36
H 2.86 -0.77 4.88
H 6.24 -0.38 2.46
H 5.54 0.07 0.90
H 5.51 -1.62 1.44
H 1.46 -1.19 2.32
H 2.71 -2.28 1.70
*
```